[1]
Formula: C43H118N20O19
Source: the OMol25 dataset
Level of theory: ωB97M-V/def2-TZVPD

Structure (ORCA input):
```
! RIJCOSX wB97M-V def2-TZVPD def2/J DEFGRID3
* xyz 0 1
C 8.46 -6.26 -6.19
O 7.76 -7.31 -6.84
C 7.27 -6.75 -8.14
C 6.38 -7.82 -8.80
N 6.99 -8.61 -9.86
C 7.23 -8.02 -11.14
C 5.88 -7.60 -11.81
O 5.37 -8.78 -12.41
C 4.16 -9.26 -11.85
H 7.97 -5.31 -5.97
H 9.36 -6.06 -6.79
H 8.96 -6.61 -5.29
H 8.06 -6.30 -8.75
H 6.65 -5.86 -8.02
H 5.56 -7.26 -9.26
H 5.95 -8.44 -8.01
H 6.38 -9.39 -10.07
H 7.76 -8.74 -11.76
H 7.84 -7.11 -11.11
H 6.01 -6.76 -12.49
H 5.15 -7.23 -11.09
H 4.16 -10.35 -11.80
H 3.42 -9.08 -12.62
H 3.94 -8.81 -10.89
C 3.31 -11.69 -15.01
O 1.89 -11.52 -15.18
C 1.45 -10.21 -15.48
C 0.17 -10.28 -16.33
N -0.19 -9.01 -16.83
C -1.18 -9.14 -17.91
C -0.66 -9.57 -19.25
O 0.50 -8.83 -19.49
C 1.07 -8.90 -20.83
H 3.57 -12.75 -15.00
H 3.59 -11.14 -14.12
H 3.94 -11.32 -15.82
H 2.27 -9.56 -15.79
H 1.20 -9.57 -14.63
H -0.65 -10.86 -15.90
H 0.37 -10.91 -17.20
H 0.70 -8.67 -17.16
H -1.63 -8.16 -18.07
H -1.89 -9.86 -17.52
H -1.38 -9.32 -20.03
H -0.58 -10.66 -19.18
H 0.49 -8.25 -21.49
H 0.94 -9.90 -21.23
H 2.14 -8.68 -20.82
C 6.71 -12.91 -13.14
O 6.40 -12.12 -11.93
C 7.26 -12.19 -10.77
C 6.39 -12.39 -9.54
N 5.37 -11.35 -9.38
C 4.74 -11.58 -8.10
C 3.52 -10.61 -7.77
O 2.55 -10.70 -8.77
C 1.33 -11.27 -8.40
H 6.55 -13.99 -13.10
H 7.76 -12.86 -13.46
H 6.03 -12.65 -13.95
H 7.80 -11.24 -10.77
H 8.04 -12.93 -10.90
H 7.16 -12.42 -8.76
H 5.96 -13.39 -9.51
H 4.73 -11.49 -10.15
H 5.52 -11.53 -7.34
H 4.28 -12.56 -8.14
H 3.86 -9.59 -7.89
H 3.10 -10.65 -6.77
H 0.76 -11.46 -9.31
H 0.71 -10.77 -7.66
H 1.53 -12.20 -7.87
C 13.60 -12.44 -5.37
O 12.92 -11.31 -4.72
C 11.70 -11.68 -4.19
C 11.12 -10.46 -3.52
N 10.02 -10.83 -2.70
C 9.70 -9.86 -1.64
C 9.60 -8.36 -2.18
O 10.96 -7.79 -2.35
C 11.00 -6.40 -2.51
H 12.95 -13.07 -5.98
H 14.20 -13.05 -4.70
H 14.34 -12.12 -6.10
H 11.72 -12.55 -3.54
H 11.05 -11.98 -5.02
H 10.90 -9.56 -4.11
H 11.90 -10.16 -2.82
H 9.19 -10.89 -3.28
H 10.41 -9.99 -0.84
H 8.78 -10.01 -1.07
H 8.99 -7.84 -1.44
H 9.10 -8.21 -3.14
H 10.53 -6.08 -3.44
H 12.04 -6.07 -2.46
H 10.42 -5.78 -1.83
C 9.38 -7.33 -14.53
O 9.53 -8.38 -13.64
C 10.21 -9.52 -14.08
C 11.13 -10.10 -12.95
N 10.21 -10.71 -12.00
C 10.97 -11.23 -10.79
C 12.06 -10.28 -10.17
O 13.20 -10.10 -10.98
C 14.14 -9.17 -10.34
H 8.49 -6.76 -14.26
H 9.14 -7.71 -15.52
H 10.27 -6.72 -14.68
H 10.91 -9.24 -14.87
H 9.59 -10.16 -14.70
H 11.58 -9.21 -12.52
H 11.75 -10.91 -13.34
H 9.35 -10.23 -11.82
H 11.39 -12.23 -10.84
H 10.23 -11.20 -9.99
H 12.36 -10.75 -9.24
H 11.59 -9.33 -9.91
H 14.98 -8.90 -10.98
H 14.59 -9.66 -9.48
H 13.68 -8.27 -9.94
C 8.46 -2.19 -4.02
O 7.15 -2.69 -3.95
C 6.93 -3.82 -3.18
C 6.75 -3.37 -1.72
N 8.02 -3.50 -0.99
C 8.05 -3.01 0.44
C 7.94 -1.42 0.66
O 9.26 -0.92 0.70
C 9.31 0.48 1.08
H 8.44 -1.24 -4.56
H 9.13 -2.95 -4.41
H 8.90 -1.99 -3.04
H 7.65 -4.63 -3.24
H 5.97 -4.18 -3.55
H 5.98 -3.82 -1.10
H 6.50 -2.31 -1.76
H 8.72 -3.10 -1.60
H 8.98 -3.41 0.85
H 7.28 -3.55 0.99
H 7.61 -1.33 1.69
H 7.24 -0.98 -0.05
H 10.22 0.93 0.70
H 9.32 0.62 2.16
H 8.62 1.09 0.51
C 7.96 -10.42 -5.67
O 7.96 -11.42 -5.05
N 8.56 -10.26 -6.88
N 7.54 -9.30 -5.15
H 9.09 -10.97 -7.37
H 8.45 -9.48 -7.51
H 7.01 -9.28 -4.29
H 7.54 -8.54 -5.82
C 5.72 -3.21 -7.73
O 4.70 -3.75 -7.38
N 6.71 -3.00 -6.93
N 5.95 -3.17 -9.02
H 6.42 -3.29 -6.00
H 7.52 -2.44 -7.12
H 5.36 -3.72 -9.62
H 6.76 -2.65 -9.33
C 6.71 -9.64 -15.96
O 6.66 -9.18 -17.05
N 7.31 -10.74 -15.53
N 6.27 -9.00 -14.93
H 7.82 -11.37 -16.12
H 7.33 -10.65 -14.52
H 5.91 -9.61 -14.21
H 6.14 -8.00 -14.81
C 2.53 -6.45 -8.18
O 1.73 -7.35 -7.96
N 2.93 -6.18 -9.39
N 2.78 -5.54 -7.36
H 2.49 -6.59 -10.20
H 3.70 -5.53 -9.46
H 3.44 -4.79 -7.51
H 2.38 -5.64 -6.44
C 9.74 -1.83 -7.91
O 8.71 -1.29 -7.50
N 9.77 -3.02 -8.40
N 10.82 -1.20 -7.98
H 8.90 -3.49 -8.59
H 10.61 -3.48 -8.73
H 10.62 -0.25 -7.69
H 11.52 -1.56 -8.62
C 3.57 -3.86 -12.18
O 3.49 -3.61 -10.96
N 2.92 -3.49 -13.17
N 4.60 -4.59 -12.68
H 2.08 -3.04 -12.81
H 2.96 -3.96 -14.07
H 4.74 -4.51 -13.68
H 5.33 -4.76 -12.00
C 8.22 -4.20 -11.57
O 8.05 -4.37 -10.38
N 7.73 -3.20 -12.26
N 8.82 -5.02 -12.44
H 8.01 -3.07 -13.22
H 7.14 -2.63 -11.67
H 8.88 -4.79 -13.42
H 9.04 -5.91 -12.02
*
```

Computed properties:
maximum force = 8.03 eV/Å
E_LUMO = -0.4 eV
ΔE to the lowest compared entry with this formula, charge and spin = 182.60 kcal per mole
gap between HOMO and LUMO = 7.60 eV
energy = -115199.4575 eV

These are the Mulliken partial charges, in e, on atoms 1 to 6: number 1, C, carries -0.222; number 2, O, carries -0.555; number 3, C, carries -0.776; number 4, C, carries 0.840; number 5, N, carries 0.776; number 6, C, carries 1.773

[2]
Formula: C39H58O21P
Source: the OMol25 dataset
Level of theory: ωB97M-V/def2-TZVPD

Structure (ORCA input):
```
! RIJCOSX wB97M-V def2-TZVPD def2/J DEFGRID3
* xyz -1 1
C 0.78 1.17 6.62
P 0.51 1.01 4.78
C 0.16 2.75 4.26
C -0.90 0.01 4.36
C -2.13 0.24 5.28
C -3.47 0.46 4.51
C -3.92 1.89 4.78
C -4.05 2.85 3.78
C -4.42 4.15 4.12
C -4.66 4.51 5.44
C -4.55 3.55 6.45
C -4.20 2.26 6.10
H 1.66 1.77 6.82
H -0.06 1.72 7.07
H 0.81 0.20 7.11
H -0.07 2.78 3.20
H -0.64 3.22 4.86
H 1.07 3.34 4.44
H -0.60 -1.04 4.48
H -2.22 -0.56 6.02
H -1.95 1.15 5.85
H -4.23 -0.17 4.98
H -3.40 0.23 3.45
H -3.86 2.55 2.76
H -4.49 4.89 3.33
H -4.91 5.53 5.69
H -4.74 3.81 7.48
H -4.10 1.50 6.86
C 2.36 -0.31 -0.21
C 2.27 0.65 0.94
C 2.80 2.04 0.65
O 3.18 2.49 1.96
C 3.49 1.38 2.69
O 4.02 1.40 3.75
O 3.13 0.26 2.03
H 2.20 -1.34 0.14
H 1.62 -0.08 -0.96
H 3.35 -0.28 -0.67
H 1.25 0.69 1.33
H 2.05 2.70 0.23
H 3.68 2.03 0.01
C 4.47 -1.52 -5.82
C 4.62 -0.35 -4.88
C 5.25 -0.67 -3.55
O 4.68 0.36 -2.71
C 3.49 0.70 -3.24
O 2.68 1.39 -2.70
O 3.34 0.15 -4.47
H 3.80 -1.27 -6.64
H 5.44 -1.81 -6.23
H 4.04 -2.38 -5.30
H 5.16 0.47 -5.38
H 6.34 -0.61 -3.56
H 4.94 -1.64 -3.15
C -7.44 0.32 7.68
C -7.31 1.04 9.00
C -6.62 0.26 10.09
O -7.19 0.83 11.27
C -8.42 1.30 10.95
O -9.23 1.67 11.74
O -8.60 1.27 9.61
H -8.15 0.84 7.03
H -6.48 0.28 7.16
H -7.81 -0.69 7.82
H -6.84 2.01 8.85
H -5.54 0.38 10.08
H -6.87 -0.80 10.07
C -7.97 0.13 0.81
C -7.86 0.80 2.16
C -7.18 -0.01 3.23
O -7.74 0.53 4.42
C -8.97 1.01 4.11
O -9.78 1.37 4.91
O -9.15 1.02 2.77
H -8.68 0.68 0.18
H -7.01 0.10 0.31
H -8.35 -0.89 0.91
H -7.38 1.78 2.05
H -6.10 0.12 3.24
H -7.42 -1.07 3.18
C 9.24 -2.74 -8.87
C 9.47 -2.03 -7.56
C 10.25 -2.81 -6.53
O 9.77 -2.25 -5.30
C 8.51 -1.80 -5.53
O 7.76 -1.43 -4.67
O 8.23 -1.82 -6.85
H 8.48 -2.23 -9.45
H 10.18 -2.77 -9.43
H 8.89 -3.76 -8.71
H 9.92 -1.05 -7.73
H 11.32 -2.68 -6.62
H 10.01 -3.88 -6.53
C -10.91 3.06 -2.63
C -10.26 1.84 -3.23
C -11.12 0.60 -3.25
O -10.14 -0.44 -3.23
C -9.03 0.05 -2.61
O -8.10 -0.60 -2.27
O -9.15 1.39 -2.43
H -10.16 3.83 -2.43
H -11.66 3.47 -3.31
H -11.39 2.83 -1.68
H -9.88 2.07 -4.23
H -11.75 0.52 -4.13
H -11.74 0.50 -2.35
C 14.22 -6.31 -10.07
C 14.29 -4.83 -9.76
C 14.53 -4.49 -8.31
O 13.92 -3.19 -8.21
C 12.95 -3.13 -9.14
O 12.13 -2.26 -9.21
O 13.02 -4.19 -9.98
H 13.81 -6.47 -11.06
H 15.21 -6.75 -10.03
H 13.57 -6.83 -9.36
H 15.02 -4.34 -10.41
H 15.59 -4.44 -8.04
H 14.02 -5.16 -7.62
*
```

Computed properties:
maximum force = 2.29 eV/Å
E_LUMO = 0.9 eV
ΔE to the lowest compared entry with this formula, charge and spin = 11.10 kcal per mole
gap between HOMO and LUMO = 3.09 eV
energy = -93671.3237 eV

These are the Mulliken partial charges, in e, on atoms 1 to 6: number 1, C, carries -1.248; number 2, P, carries 0.477; number 3, C, carries -1.076; number 4, C, carries -1.331; number 5, C, carries -0.058; number 6, C, carries -0.829

[3]
Formula: C31H28O18
Source: the OMol25 dataset
Level of theory: ωB97M-V/def2-TZVPD

Structure (ORCA input):
```
! RIJCOSX wB97M-V def2-TZVPD def2/J DEFGRID3
* xyz 0 1
C -1.91 1.43 4.37
C -1.49 1.63 2.81
C -0.77 0.28 2.37
C 0.00 0.20 0.97
O 0.05 0.96 0.00
O 0.66 -1.09 1.07
C 0.73 -1.58 2.45
C 0.42 -0.25 3.30
C 1.72 0.70 3.43
H -2.68 2.20 4.72
H -2.30 0.35 4.46
H -0.96 1.45 5.03
H -0.77 2.51 2.71
H -2.44 1.80 2.20
H -1.57 -0.53 2.36
H 1.67 -2.18 2.69
H -0.17 -2.28 2.62
H 0.12 -0.55 4.37
H 1.46 1.78 3.72
H 2.25 0.65 2.41
H 2.45 0.34 4.24
C 6.22 -3.22 5.77
C 4.94 -3.07 5.43
C 4.17 -1.86 5.83
O 3.01 -1.75 5.48
C 4.85 -0.85 6.64
C 6.13 -1.00 6.99
C 6.91 -2.20 6.56
O 8.09 -2.29 6.87
O 6.78 -0.07 7.74
O 4.29 -4.02 4.70
H 6.80 -4.09 5.48
H 4.27 0.01 6.94
H 7.69 -0.41 7.85
H 3.38 -3.67 4.58
C 7.19 -1.44 1.44
C 6.84 -0.36 0.74
C 5.43 -0.14 0.29
O 5.14 0.86 -0.33
C 4.44 -1.17 0.63
C 4.79 -2.25 1.33
C 6.19 -2.45 1.80
O 6.47 -3.44 2.45
O 3.89 -3.21 1.65
O 7.75 0.59 0.40
H 8.21 -1.60 1.77
H 3.42 -1.01 0.29
H 4.39 -3.88 2.16
H 7.25 1.26 -0.10
C -3.43 2.77 -3.20
C -2.30 2.32 -2.65
C -1.34 1.48 -3.43
O -0.31 1.10 -2.91
C -1.70 1.13 -4.81
C -2.83 1.57 -5.35
C -3.77 2.44 -4.58
O -4.79 2.85 -5.12
O -3.17 1.25 -6.63
O -1.97 2.62 -1.37
H -4.13 3.39 -2.65
H -1.00 0.50 -5.35
H -4.03 1.69 -6.79
H -1.11 2.19 -1.20
C -7.85 -0.35 -8.14
C -9.13 -0.20 -8.48
C -9.91 1.01 -8.06
O -11.07 1.13 -8.40
C -9.22 2.01 -7.24
C -7.94 1.86 -6.90
C -7.16 0.66 -7.34
O -5.99 0.56 -7.03
O -7.29 2.78 -6.14
O -9.79 -1.13 -9.22
H -7.28 -1.22 -8.44
H -9.80 2.87 -6.93
H -6.38 2.44 -6.03
H -10.70 -0.78 -9.33
*
```

Computed properties:
maximum force = 4.22 eV/Å
E_LUMO = -1.9 eV
ΔE to the lowest compared entry with this formula, charge and spin = 53.55 kcal per mole
gap between HOMO and LUMO = 7.57 eV
energy = -69452.8680 eV
SMILES = CC[C@H]1C(=O)OC[C@H]1C.O=C1C=C(O)C(=O)C=C1O.O=C1C=C(O)C(=O)C=C1O.O=C1C=C(O)C(=O)C=C1O.O=C1C=C(O)C(=O)C=C1O

These are the Mulliken partial charges, in e, on atoms 1 to 6: number 1, C, carries -0.950; number 2, C, carries -0.543; number 3, C, carries 0.145; number 4, C, carries 0.110; number 5, O, carries -0.700; number 6, O, carries -0.344

[4]
Formula: C21H18N6O2S
Source: the OMol25 dataset
Level of theory: ωB97M-V/def2-TZVPD

Structure (ORCA input):
```
! RIJCOSX wB97M-V def2-TZVPD def2/J DEFGRID3
* xyz 0 1
O -2.31 -1.01 2.03
S -2.75 -3.74 3.34
N 0.73 1.10 -1.39
N -1.23 -0.84 5.20
O -0.97 -3.63 -5.51
C -1.62 -0.82 2.96
C -2.68 -2.51 4.41
C 0.19 -0.11 -1.36
C -0.58 0.13 4.56
C -0.22 -0.27 0.02
C 0.17 0.81 0.80
C 0.20 0.92 2.27
C -0.62 0.15 3.17
C 3.41 4.87 0.29
C 2.11 5.03 0.67
C 3.80 3.71 -0.33
C -1.05 -3.03 -3.33
C 0.14 -1.58 -4.80
C -0.77 -2.13 -2.33
C 0.50 -0.68 -3.71
C 1.24 3.88 0.55
C 2.97 2.60 -0.48
C -0.60 -2.74 -4.63
C -0.01 -0.99 -2.45
C 1.69 2.64 0.04
N -3.07 -2.74 5.72
N 0.01 1.14 5.32
N -1.82 -1.45 4.17
N 0.80 1.59 -0.12
C -1.39 -2.91 -6.71
H -0.69 -1.28 0.32
H 0.80 1.72 2.62
H 4.18 5.61 0.46
H 1.84 6.03 1.00
H 4.74 3.68 -0.86
H -1.43 -3.95 -3.00
H 0.30 -1.29 -5.86
H -1.22 -2.43 -1.42
H 1.23 0.11 -3.94
H 0.17 4.06 0.87
H 3.31 1.69 -1.00
H -2.81 -1.98 6.32
H -2.89 -3.69 5.92
H -0.06 0.91 6.40
H 0.82 1.65 4.91
H -1.86 -3.63 -7.34
H -0.57 -2.47 -7.36
H -2.11 -2.10 -6.39
*
```

Computed properties:
maximum force = 6.10 eV/Å
E_LUMO = -1.6 eV
ΔE to the lowest compared entry with this formula, charge and spin = 117.77 kcal per mole
gap between HOMO and LUMO = 6.12 eV
energy = -45935.4326 eV
SMILES = COc1ccc(-c2cc(/C=C3\C(=O)N(C(N)=S)N=C3N)n(-c3ccccc3)n2)cc1

These are the natural (NBO) partial charges, in e, on atoms 1 to 6: number 1, O, carries -0.496; number 2, S, carries -0.168; number 3, N, carries -0.242; number 4, N, carries -0.317; number 5, O, carries -0.483; number 6, C, carries 0.641

[5]
Formula: C2H9NO
Source: the OMol25 dataset
Level of theory: ωB97M-V/def2-TZVPD

Structure (ORCA input):
```
! RIJCOSX wB97M-V def2-TZVPD def2/J DEFGRID3
* xyz 0 1
N -1.44 0.58 -2.81
H -0.76 1.07 -3.41
H 2.93 -5.44 -0.42
H -1.83 -0.26 -3.38
H -0.91 0.38 -2.06
C -0.39 1.80 1.45
O 0.03 1.76 2.81
C 0.14 0.52 1.91
H -1.45 2.05 1.37
H 0.21 2.31 0.71
H -0.65 -0.21 2.25
H 1.18 0.19 2.15
H 2.94 -4.75 -0.56
*
```

Computed properties:
maximum force = 6.02 eV/Å
E_LUMO = 0.8 eV
ΔE to the lowest compared entry with this formula, charge and spin = 79.76 kcal per mole
gap between HOMO and LUMO = 11.00 eV
energy = -5754.0644 eV
SMILES = [H][H].C1CO1.N

These are the natural (NBO) partial charges, in e, on atoms 1 to 6: number 1, N, carries -1.071; number 2, H, carries 0.352; number 3, H, carries 0.002; number 4, H, carries 0.370; number 5, H, carries 0.348; number 6, C, carries -0.107

[6]
Formula: C2H4FN
Source: the OMol25 dataset
Level of theory: ωB97M-V/def2-TZVPD

Structure (ORCA input):
```
! RIJCOSX wB97M-V def2-TZVPD def2/J DEFGRID3
* xyz 0 1
C 1.13 0.33 0.12
C -1.06 -0.33 -0.05
N 0.37 -0.65 0.10
F 2.44 0.10 -0.02
H 1.00 1.41 0.00
H -1.13 -0.66 -1.01
H -1.29 0.81 0.18
H -1.47 -1.00 0.68
*
```

Computed properties:
maximum force = 4.76 eV/Å
E_LUMO = 1.2 eV
ΔE to the lowest compared entry with this formula, charge and spin = 20.12 kcal per mole
gap between HOMO and LUMO = 11.90 eV
energy = -6345.1272 eV
SMILES = C/N=C/F

These are the natural (NBO) partial charges, in e, on atoms 1 to 6: number 1, C, carries 0.460; number 2, C, carries -0.425; number 3, N, carries -0.427; number 4, F, carries -0.339; number 5, H, carries 0.138; number 6, H, carries 0.211